(1)
{
  "formula": "C7H8",
  "method": "ωB97M-V/def2-TZVPD",
  "species": ["C", "C", "C", "C", "C", "C", "C", "H", "H", "H", "H", "H", "H", "H", "H"],
  "positions_angstrom": [[2.96096, 1.42830, -0.50792], [1.86458, 0.93414, -0.42944], [0.41475, 0.72930, -0.40362], [-0.25664, -0.36387, 0.46419], [-0.29666, -1.78170, -0.12133], [-1.62952, 0.12551, 0.68724], [-2.72864, 0.60290, 0.80150], [3.95779, 1.78459, -0.63114], [0.04014, 0.65777, -1.43279], [0.07344, 1.67924, 0.01143], [0.26261, -0.39594, 1.42961], [-0.81497, -1.79695, -1.08644], [0.70715, -2.19605, -0.25214], [-0.85372, -2.43661, 0.55726], [-3.70127, 1.02937, 0.91359]],
  "nbo_charge": [-0.23, -0.02, -0.47, -0.29, -0.59, 0.01, -0.26, 0.23, 0.24, 0.25, 0.23, 0.21, 0.22, 0.22, 0.24],
  "gap_ev": 10.93,
  "energy_ev": -7384.7915,
  "e_above_lowest_kj_mol": 381.7,
  "multiplicity": 1,
  "smiles": "C#CC[C@H](C)C#C"
}

(2)
{
  "formula": "C7H8",
  "method": "ωB97M-V/def2-TZVPD",
  "species": ["C", "C", "C", "C", "C", "C", "C", "H", "H", "H", "H", "H", "H", "H", "H"],
  "positions_angstrom": [[-0.13214, -1.55987, -0.55967], [-0.27458, -0.12115, -0.10347], [0.22646, 0.96680, -0.95247], [1.00137, 0.65300, 0.36882], [2.27378, 0.09649, 0.05906], [-1.43159, 0.15929, 0.72567], [-2.39643, 0.36694, 1.41682], [-1.00380, -1.84265, -1.15874], [0.77735, -1.67451, -1.15177], [-0.07172, -2.22852, 0.30455], [0.79606, 1.37453, 1.16237], [0.73564, 0.70062, -1.87188], [-0.27738, 1.92737, -0.94389], [3.02790, 0.63043, 0.67487], [-3.25090, 0.55123, 2.02974]],
  "nbo_charge": [-0.59, -0.11, -0.30, -0.39, -0.11, -0.01, -0.21, 0.22, 0.24, 0.22, 0.21, 0.24, 0.24, 0.11, 0.24],
  "gap_ev": 8.37,
  "energy_ev": -7382.5437,
  "e_above_lowest_kj_mol": 598.5,
  "multiplicity": 1
}

(3)
{
  "formula": "C7H8",
  "method": "ωB97M-V/def2-TZVPD",
  "species": ["C", "C", "C", "C", "C", "C", "C", "H", "H", "H", "H", "H", "H", "H", "H"],
  "positions_angstrom": [[1.97070, 0.37280, 0.40171], [0.57181, 0.22516, -0.21658], [-0.58329, 1.18932, 0.25181], [-1.82015, 0.63672, 0.20776], [-1.75578, -0.76069, 0.01146], [-0.38423, -1.18253, -0.17719], [0.53302, -0.89391, -1.24237], [1.97244, 0.22031, 1.48501], [2.53278, -0.42448, -0.07840], [2.37900, 1.33803, 0.10934], [-0.26281, 2.22028, 0.17908], [-2.71174, 1.21969, 0.42131], [-2.50753, -1.35081, 0.52997], [-0.11223, -2.09418, 0.37318], [0.17802, -0.71570, -2.25608]],
  "nbo_charge": [-0.63, -0.10, -0.03, -0.35, 0.02, -0.40, -0.27, 0.20, 0.24, 0.21, 0.21, 0.23, 0.21, 0.28, 0.19],
  "gap_ev": 5.23,
  "energy_ev": -7381.3552,
  "e_above_lowest_kj_mol": 713.2,
  "multiplicity": 1
}

(4)
{
  "formula": "C7H85BClFN3O34",
  "method": "ωB97M-V/def2-TZVPD",
  "species": ["C", "C", "F", "B", "Cl", "C", "C", "C", "C", "N", "C", "N", "N", "H", "H", "H", "H", "H", "H", "H", "H", "H", "H", "H", "H", "H", "H", "H", "H", "H", "O", "H", "H", "O", "H", "H", "O", "H", "H", "O", "H", "H", "O", "H", "H", "O", "H", "H", "O", "H", "H", "O", "H", "H", "O", "H", "H", "O", "H", "H", "O", "H", "H", "O", "H", "H", "O", "H", "H", "O", "H", "H", "O", "H", "H", "O", "H", "H", "O", "H", "H", "O", "H", "H", "O", "H", "H", "O", "H", "H", "O", "H", "H", "O", "H", "H", "O", "H", "H", "O", "H", "H", "O", "H", "H", "O", "H", "H", "O", "H", "H", "O", "H", "H", "O", "H", "H", "O", "H", "H", "O", "H", "H", "O", "H", "H", "O", "H", "H", "O", "H", "H"],
  "positions_angstrom": [[3.52119, -1.32368, 0.87200], [2.91205, -1.41482, -0.51843], [3.48482, -0.37576, -1.33888], [1.30057, -1.37099, -0.50834], [0.66376, -1.49527, -2.33948], [0.70283, 0.03146, 0.07621], [-0.67521, -0.09161, 0.78671], [-1.84036, 0.19835, -0.16647], [-3.12664, 0.33377, 0.67776], [-4.34877, -0.09969, -0.00512], [-5.10295, -1.06816, 0.59093], [-4.96599, -1.49331, 1.79223], [-6.11240, -1.63836, -0.25640], [4.55789, -1.67034, 0.82803], [2.99751, -1.96678, 1.57597], [3.53541, -0.30004, 1.25673], [3.24701, -2.35956, -0.96473], [0.85442, -2.32283, 0.09261], [0.53340, 0.67987, -0.79203], [1.39408, 0.52960, 0.76840], [-0.81544, -1.06113, 1.26456], [-0.69972, 0.70616, 1.52707], [-1.94567, -0.57646, -0.92824], [-1.63855, 1.16273, -0.63378], [-2.99092, -0.18725, 1.62119], [-3.22440, 1.39785, 0.91120], [-4.89610, 0.66843, -0.37160], [-5.62627, -2.25288, 1.93662], [-6.98584, -1.67346, 0.25796], [-6.26285, -1.03375, -1.06004], [5.35380, 1.45884, 0.06897], [4.60864, 0.90148, -0.21549], [5.81929, 0.90927, 0.71035], [-1.24356, 2.73890, -2.50486], [-1.62603, 2.90167, -3.37259], [-0.71069, 1.94182, -2.64685], [-0.42403, 1.57232, 3.51750], [0.45575, 1.78674, 3.84054], [-0.92203, 2.38962, 3.64015], [-5.51814, -4.81918, 1.79492], [-5.49375, -4.14563, 1.10311], [-4.60049, -5.09914, 1.87667], [1.23254, 3.90436, 4.00623], [1.23499, 4.52356, 3.26484], [1.31326, 4.46345, 4.78648], [3.13227, 2.59816, 6.01659], [2.73000, 2.70143, 5.14640], [3.65832, 1.79526, 5.94891], [-5.39472, 2.84581, -0.32028], [-5.93045, 3.38481, 0.26838], [-4.65225, 3.41868, -0.55625], [1.09362, 1.35606, -3.90155], [1.52023, 2.07196, -3.42070], [1.49044, 0.55103, -3.53664], [2.25921, 5.95063, 1.83385], [2.33580, 6.57366, 1.10466], [3.15083, 5.59761, 1.94837], [4.41885, 3.75273, 1.67029], [5.08627, 3.23540, 1.19579], [3.58831, 3.41870, 1.31460], [-1.11523, -3.20072, 2.46565], [-1.30745, -4.03967, 2.03633], [-1.95903, -2.89079, 2.81106], [4.75870, -4.22003, 1.13141], [5.37458, -4.77592, 0.64460], [3.89048, -4.45843, 0.78890], [-0.87159, 3.31945, 1.12912], [-0.75872, 3.88738, 0.35942], [0.00585, 2.95976, 1.29775], [-4.97844, -2.97965, -2.89406], [-5.57544, -2.91830, -3.65066], [-5.47240, -2.62441, -2.14368], [4.51027, 3.24445, 8.79363], [3.92779, 3.43711, 8.04795], [4.04634, 3.58632, 9.56269], [5.23276, 6.27172, 3.41831], [4.38743, 6.73420, 3.41153], [5.07292, 5.44867, 2.93320], [-2.45539, -1.88300, -3.89723], [-1.54155, -1.68595, -3.65854], [-2.95248, -1.09494, -3.65525], [5.12916, -3.25958, -2.88686], [5.96765, -2.97561, -2.50485], [4.54854, -2.50758, -2.70802], [-7.43447, -4.04789, -4.03944], [-7.19405, -4.98070, -4.06030], [-8.03854, -3.97523, -3.29363], [-1.95733, -3.88121, -5.98065], [-2.29095, -3.42780, -6.76086], [-2.17848, -3.27858, -5.25429], [7.33780, 0.96016, -2.12971], [6.71328, 1.35106, -1.50095], [7.99736, 1.64638, -2.27209], [7.23006, 7.57037, 1.62737], [6.54086, 7.06985, 2.09015], [6.93710, 8.48396, 1.67758], [-7.74873, -6.83897, 1.32741], [-8.25456, -6.34544, 1.97899], [-7.02646, -6.23861, 1.09890], [-4.56841, -1.74586, -5.82462], [-5.41794, -2.19068, -5.94046], [-4.05057, -2.33234, -5.25472], [-1.46118, -0.85236, 4.91762], [-2.38043, -0.67139, 5.15624], [-1.22941, -0.11067, 4.33982], [9.23413, -0.55086, -0.31402], [8.83258, -0.37885, -1.17715], [9.88996, -1.23774, -0.47647], [9.49014, -1.63469, 2.34820], [9.20926, -1.17036, 1.54614], [9.07837, -1.15147, 3.06924], [-2.56321, 2.49786, 5.34288], [-3.37339, 2.02060, 5.13542], [-2.11032, 1.93608, 5.98113], [1.89781, -1.20349, -5.88051], [1.99929, -2.14209, -6.06586], [1.35488, -1.18814, -5.08305], [-4.47423, 4.81649, -2.31056], [-5.25159, 5.37954, -2.37786], [-4.74320, 3.98723, -2.72025], [-6.82580, -2.94113, -6.77335], [-7.51497, -3.29909, -6.20088], [-7.08696, -2.03123, -6.94354], [-3.63079, 1.01095, -4.12860], [-4.03882, 0.39784, -4.75959], [-4.35079, 1.28089, -3.55136], [-4.43780, -1.27436, 4.76424], [-4.70876, -1.11530, 3.84359], [-3.90613, -2.07484, 4.70598], [7.74235, -4.48542, -4.05146], [7.60893, -5.31780, -4.51302], [6.87620, -4.28119, -3.67903]],
  "lowdin_charge": [-0.08, -0.38, -0.11, -0.82, 0.54, -0.20, -0.23, -0.17, -0.17, 0.05, -0.52, 0.11, 0.09, 0.06, 0.09, 0.06, 0.10, 0.07, 0.06, 0.08, 0.09, 0.06, 0.10, 0.08, 0.10, 0.11, 0.09, 0.03, 0.09, 0.08, -0.05, 0.03, 0.07, -0.08, 0.03, 0.01, -0.06, 0.03, 0.03, -0.05, 0.02, 0.05, -0.04, 0.02, 0.06, -0.05, 0.00, 0.05, -0.05, 0.05, 0.03, -0.08, 0.04, -0.03, -0.04, 0.05, 0.00, -0.05, 0.03, 0.05, -0.05, 0.03, 0.01, -0.06, 0.03, 0.04, -0.04, 0.04, 0.02, -0.06, 0.00, -0.01, -0.07, 0.00, 0.03, -0.05, 0.04, 0.01, -0.08, -0.01, 0.02, -0.05, 0.04, 0.03, -0.04, 0.07, 0.05, -0.07, 0.03, -0.01, -0.06, 0.01, 0.04, -0.07, -0.01, 0.02, -0.07, 0.03, 0.00, -0.06, -0.02, 0.00, -0.07, -0.01, -0.01, -0.06, 0.02, 0.05, -0.07, -0.02, 0.03, -0.05, 0.04, 0.04, -0.07, 0.03, -0.02, -0.05, 0.04, 0.03, -0.05, 0.03, 0.06, -0.05, 0.02, 0.03, -0.08, -0.01, 0.03, -0.06, 0.03, -0.01],
  "gap_ev": 7.21,
  "energy_ev": -98646.3041,
  "charge": -1,
  "multiplicity": 1
}

(5)
{
  "formula": "C7H8BrFO",
  "method": "ωB97M-V/def2-TZVPD",
  "species": ["C", "C", "C", "C", "O", "C", "Br", "H", "H", "H", "H", "H", "H", "H", "C", "C", "F", "H"],
  "positions_angstrom": [[-3.11704, -1.14895, -0.01334], [-1.71444, -1.14244, -0.51856], [-0.64216, -0.71744, 0.21693], [0.75863, -0.71280, -0.16540], [1.11262, -0.96586, -1.46936], [1.63702, -0.25796, 0.72058], [3.52070, -0.35691, 0.28823], [-3.33920, -2.12265, 0.41593], [-3.74270, -0.66077, -0.84421], [-3.14460, -0.57708, 0.94668], [-1.60997, -1.67990, -1.42072], [-0.79722, -0.29175, 1.24281], [0.28687, -1.04792, -1.91658], [1.26352, -0.17559, 1.68682], [2.99582, 2.94511, -0.02498], [1.88286, 3.09052, 0.39008], [0.68945, 3.33846, 0.84087], [3.95984, 2.48393, -0.37578]],
  "nbo_charge": [-0.65, -0.17, -0.25, 0.24, -0.65, -0.32, 0.04, 0.23, 0.23, 0.21, 0.18, 0.21, 0.48, 0.21, -0.40, 0.40, -0.27, 0.27],
  "gap_ev": 9.06,
  "energy_ev": -82191.2319,
  "e_above_lowest_kj_mol": 230.3,
  "multiplicity": 1,
  "smiles": "C/C=C/C(O)=C/Br.C#CF"
}

(6)
{
  "formula": "C7H8BrNO2S",
  "method": "ωB97M-V/def2-TZVPD",
  "species": ["C", "C", "C", "C", "C", "C", "C", "N", "O", "O", "S", "Br", "H", "H", "H", "H", "H", "H", "H", "H"],
  "positions_angstrom": [[2.33409, 1.20607, 0.77132], [1.20827, 0.41525, 0.71802], [2.03519, 1.60689, -0.61819], [-0.01905, 0.02806, -1.35804], [-1.21446, -0.57844, -0.56337], [-0.40520, -1.70290, 0.71061], [-2.18058, 0.46277, -0.05801], [0.74347, 0.92238, -0.51479], [2.45731, 2.15662, -1.58721], [1.41190, -1.26222, 2.71029], [0.39416, -0.52853, 1.99838], [-1.56087, -2.85228, 1.65734], [3.25995, 1.37383, 1.38174], [0.59655, -0.80510, -1.61682], [-0.35387, 0.54521, -2.28420], [-1.64505, -1.07522, -1.36967], [0.34084, -2.26508, 0.12069], [-1.93186, 1.44268, 0.64645], [-3.01131, -0.06959, 0.26655], [-2.45948, 0.97960, -1.01108]],
  "nbo_charge": [-0.38, -0.01, 0.70, -0.23, -0.15, -0.53, -0.65, -0.52, -0.50, -0.93, 1.33, 0.09, 0.26, 0.18, 0.23, 0.22, 0.23, 0.24, 0.22, 0.22],
  "gap_ev": 8.41,
  "energy_ev": -93846.7310,
  "e_above_lowest_kj_mol": 39.8,
  "multiplicity": 1
}

(7)
{
  "formula": "C7H8Cl2CoErO4",
  "method": "ωB97M-V/def2-TZVPD",
  "species": ["Co", "Er", "Cl", "Cl", "C", "C", "C", "O", "O", "O", "C", "C", "C", "O", "C", "H", "H", "H", "H", "H", "H", "H", "H"],
  "positions_angstrom": [[-0.13801, -3.34443, -1.55622], [-0.26527, -0.87497, -0.62095], [1.26925, -2.43600, 0.34319], [-2.16395, -2.09436, -1.63865], [0.61910, 0.52059, -2.54442], [0.65720, -4.81169, -1.02690], [-0.58611, -4.45421, -2.83745], [1.14904, 1.31551, -3.19489], [0.96679, -5.84753, -0.58145], [-0.82968, -5.44762, -3.41680], [0.65517, 2.83163, 1.78117], [-0.88032, 2.77127, 1.56487], [-1.16985, 1.55951, 0.65108], [0.11558, 0.83863, 0.56667], [1.20177, 1.49299, 1.35156], [1.12321, 3.59294, 1.15437], [0.92309, 3.06832, 2.81567], [-1.25442, 3.66385, 1.07269], [-1.38801, 2.64319, 2.52999], [-1.90926, 0.88357, 1.08817], [-1.57267, 1.78787, -0.37202], [2.08003, 1.52297, 0.69936], [1.39732, 0.81797, 2.17097]],
  "mulliken_spin": [2.68, 3.01, 0.07, 0.06, 0.00, 0.09, 0.09, 0.00, 0.00, 0.02, 0.16, 0.08, 0.02, 0.01, 0.05, 0.22, 0.10, 0.07, 0.13, 0.00, 0.01, 0.04, 0.08],
  "gap_ev": [8.70, 5.36],
  "energy_ev": -105817.8602,
  "s2": 15.770,
  "charge": 4,
  "multiplicity": 8
}

(8)
{
  "formula": "C7H8ClN2O2",
  "method": "ωB97M-V/def2-TZVPD",
  "species": ["C", "C", "C", "C", "C", "C", "C", "N", "N", "O", "O", "Cl", "H", "H", "H", "H", "H", "H", "H", "H"],
  "positions_angstrom": [[1.67453, -0.41654, 1.73836], [1.05693, 0.83058, 1.99979], [1.44221, -1.08672, 0.54447], [0.37569, 1.39729, 0.95713], [-1.95775, -1.24879, 0.99655], [0.60567, -0.58338, -0.42153], [0.09617, 0.69052, -0.27018], [-1.34645, 0.43969, -2.25451], [-0.95308, 1.09270, -1.09808], [-1.90199, -0.77413, 2.04064], [-2.20859, -1.82695, 0.03298], [1.31934, -0.06402, -3.78757], [2.19178, -0.87304, 2.43313], [1.06535, 1.40535, 2.93193], [1.76298, -2.11690, 0.24878], [-0.16478, 2.40490, 1.08031], [0.49211, -1.27688, -1.18054], [-0.50269, 0.19456, -2.89623], [-2.00718, -0.26435, -2.13951], [-1.04026, 2.07613, -0.95592]],
  "nbo_charge": [-0.29, -0.21, -0.18, -0.27, 1.04, -0.29, 0.18, -0.72, -0.45, -0.52, -0.53, -0.91, 0.19, 0.21, 0.21, 0.19, 0.25, 0.41, 0.34, 0.35],
  "gap_ev": 7.08,
  "energy_ev": -26987.6706,
  "e_above_lowest_kj_mol": 0.0,
  "charge": -1,
  "multiplicity": 1
}

The records above give, respectively, max |F| values of 0.0121; 0.0102; 0.0943; 0.0217; 0.0572; 0.0916; 0.2566; 0.0967 Eh/bohr.